Computed, not measured: a 2-piece molecular cluster, C4H7Cl2NOSi overall in a non-equilibrium geometry, with ωB97M-V/def2-TZVPD.

Last column: Mulliken charge in e.
CARTESIAN COORDINATES (ANGSTROEM)
C  0.73789  -0.45866  -0.19306  -0.32
C  1.06967  1.77594  -0.44926  -0.54
C  -0.13582  0.74991  -0.31242  0.66
C  -1.06584  1.03730  0.82244  -1.33
N  1.97344  -0.25926  -0.18016  -0.29
O  2.23251  1.01641  -0.57360  -0.23
Si  -0.28597  -2.96446  -0.33832  0.70
Cl  1.01359  -4.47153  -0.42628  -0.13
Cl  -1.27096  -2.84355  1.43556  -0.21
H  0.99053  2.57319  -1.27609  0.27
H  1.04283  2.34191  0.51232  0.25
H  -0.87575  0.78785  -1.14006  0.28
H  -0.87153  0.69076  1.87497  0.27
H  -2.09304  0.53062  0.75712  0.32
H  -1.12456  2.15684  0.81947  0.36
H  -1.33699  -2.66326  -1.33263  -0.07

Atomic forces in eV per Å
-2.03 -3.66 -0.02
-2.09 1.89 0.11
0.51 0.21 -1.31
-1.85 0.17 2.31
0.18 -1.92 -0.51
1.14 1.80 -0.04
0.48 4.34 0.91
0.07 -0.20 -0.26
-0.09 -0.46 0.20
0.15 -1.52 0.98
0.45 -0.24 -0.43
1.11 -0.42 -0.34
1.01 0.48 -0.99
1.20 1.07 -0.74
-0.67 -0.92 0.37
0.43 -0.64 -0.27

Values from the calculation:
LUMO: -0.3 eV
2S+1: 1
Energy: -40719.2600 eV